Entry 1:
{"formula": "C2H3B3CoF12O2", "method": "ωB97M-V with the def2-TZVPD basis set", "species": ["Co", "B", "F", "F", "F", "F", "B", "F", "F", "F", "F", "B", "F", "F", "F", "F", "C", "C", "O", "O", "H", "H", "H"], "xyz": [[-20.7888, 28.7292, -12.9956], [-22.9155, 29.9666, -12.3762], [-23.7404, 30.1789, -11.3403], [-23.3471, 30.6609, -13.4065], [-21.7517, 30.4921, -11.9699], [-22.7536, 28.5625, -12.7121], [-21.3618, 26.0435, -11.1539], [-22.7148, 26.0562, -11.4569], [-21.3582, 26.2936, -9.8199], [-20.7665, 24.8362, -11.5108], [-20.7252, 27.0952, -11.8152], [-18.4855, 28.8693, -11.6189], [-17.6556, 29.9038, -11.7426], [-18.0073, 27.9227, -10.6568], [-19.6966, 29.3026, -11.2455], [-18.7622, 28.3527, -12.9046], [-19.9513, 28.6489, -16.9074], [-20.4106, 28.6756, -15.5244], [-20.6085, 27.6655, -14.8250], [-20.3692, 29.7007, -14.8731], [-20.7665, 28.2912, -17.5365], [-19.2155, 27.8660, -17.0909], [-19.5822, 29.5418, -17.4121]], "mulliken_spin": [3.137, -0.001, 0.002, 0.000, 0.030, 0.056, 0.007, 0.000, 0.002, 0.002, 0.030, -0.002, 0.001, 0.001, 0.041, 0.046, -0.004, -0.044, 0.422, 0.266, 0.002, 0.002, 0.007], "largest_force_ev_per_a": 4.28, "e_tot_ev": -78502.637, "multiplicity": 5, "total_charge": -1, "de_lowest_kj_mol": 53.7, "homo_lumo_gap_ev": [10.61, 6.24], "lumo_ev": [2.2, -2.1]}

---

Entry 2:
{"formula": "C2H3BF2O", "method": "ωB97M-V with the def2-TZVPD basis set", "species": ["O", "C", "F", "C", "B", "F", "H", "H", "H"], "xyz": [[-1.3215, 1.3533, 1.1806], [-0.9635, 0.3099, 0.8014], [-1.9167, -0.6666, 0.5394], [0.3785, -0.1988, 0.4884], [0.6320, -0.0376, -1.0937], [1.6225, -0.8130, -1.5773], [1.0356, 0.5797, 0.9767], [0.3322, -1.2116, 0.6911], [0.2009, 0.6848, -2.0067]], "mulliken_charge": [-0.448, 0.513, -0.257, -0.421, 0.333, -0.270, 0.260, 0.315, -0.026], "largest_force_ev_per_a": 3.90, "e_tot_ev": -10282.618, "smiles": "O=C(F)CBF", "total_charge": 0, "de_lowest_kj_mol": 0.0, "homo_lumo_gap_ev": 12.06, "lumo_ev": 0.4}

---

Entry 3:
{"formula": "C2H3BO3", "method": "ωB97M-V with the def2-TZVPD basis set", "species": ["C", "C", "O", "H", "H", "O", "B", "O", "H"], "xyz": [[-2.1423, -0.9852, -0.6546], [-2.4108, -0.5216, 0.5267], [-2.6718, -0.0610, 1.5819], [-2.6416, -1.5988, -1.2899], [-1.1176, -0.6361, -0.9412], [1.1072, 1.0451, -0.1957], [2.2824, 0.8459, 0.0669], [3.4135, 0.9350, 0.7336], [4.1810, 0.9765, 0.1724]], "mulliken_charge": [-0.927, 0.775, -0.391, 0.334, 0.213, -0.341, 0.356, -0.348, 0.330], "largest_force_ev_per_a": 4.09, "e_tot_ev": -8942.025, "smiles": "C=C=O.O=BO", "total_charge": 0, "de_lowest_kj_mol": 229.7, "homo_lumo_gap_ev": 8.79, "lumo_ev": -0.3}